(1)
Entry from the OMol25 dataset: a 5-piece molecular cluster, C39H93N13O8P4S3 overall in a non-equilibrium geometry (wB97M-V/def2-TZVPD).

frontier orbital gap = 6.81 eV
energy = -5415.0002 Eh
HOMO energy = -0.278 hartree
multiplicity = 1
strongest force on any atom = 7.8 eV Å⁻¹

CARTESIAN COORDINATES (ANGSTROEM)
C1 0.65761 -3.67171 -2.49670
C2 0.32883 -4.65712 -3.66392
N1 1.15786 -4.40571 -4.84806
C3 1.03919 -5.45288 -5.88253
C4 -0.44304 -5.78081 -6.30547
C5 1.00200 -3.11568 -5.36558
S1 -0.44012 -2.31344 -5.39919
S2 2.50590 -2.33694 -5.96933
C6 2.23233 -1.76647 -7.68702
C7 1.19144 -0.63440 -7.85212
C8 1.51514 0.65233 -7.05713
C9 0.29535 1.42152 -6.57543
C10 -0.96201 1.23732 -6.94743
C11 -2.02431 2.10866 -6.27783
O1 -2.92969 2.61012 -6.85733
C12 -1.78636 2.33023 -4.77014
C13 -0.53117 2.51831 -4.39616
C14 -0.08003 2.71589 -2.94959
S3 -0.04208 1.04142 -2.17654
O2 -1.08153 0.95819 -1.18112
O3 1.29265 0.70827 -1.75619
C15 0.53529 2.50135 -5.50901
O4 1.42539 3.27856 -5.55507
H1 -0.06283 -2.83858 -2.45466
H2 0.65590 -4.20790 -1.53599
H3 1.68292 -3.28297 -2.63903
H4 0.52677 -5.67390 -3.27555
H5 -0.75969 -4.60321 -3.84262
H6 1.50272 -6.38304 -5.50878
H7 1.56434 -5.08784 -6.78046
H8 -0.72527 -6.79022 -5.96321
H9 -1.15014 -5.02172 -5.93538
H10 -0.47834 -5.79382 -7.40944
H11 1.86433 -2.62346 -8.28229
H12 3.19295 -1.46277 -8.13072
H13 0.17229 -0.98696 -7.64603
H14 1.20065 -0.35482 -8.92858
H15 2.06877 0.35198 -6.13950
H16 2.21095 1.32891 -7.58911
H17 -1.22134 0.46615 -7.67893
H18 -2.61068 2.31272 -4.04738
H19 -0.73559 3.39765 -2.38950
H20 0.96590 3.06287 -2.95585
H21 -0.37836 0.14141 -3.17050
O5 1.38958 -3.40936 0.98308
P1 2.22702 -2.42484 1.79708
N2 2.16224 -3.35477 3.24132
C16 1.34517 -3.21710 4.42018
C17 2.95760 -4.57210 3.25352
N3 1.09154 -1.13035 1.62412
C18 0.26806 -0.55906 2.67194
C19 0.29042 -1.14616 0.39093
N4 3.33165 -1.34268 2.58244
C20 3.44563 -0.97794 3.97520
C21 3.87669 -0.32293 1.68049
H22 1.96373 -3.28390 5.32562
H23 0.57776 -4.00178 4.48039
H24 0.83606 -2.26000 4.48841
H25 4.01637 -4.34055 3.43512
H26 2.88793 -5.09968 2.29792
H27 2.63003 -5.27012 4.02572
H28 -0.38972 -1.30326 3.13813
H29 -0.38739 0.21660 2.26889
H30 0.85744 -0.04038 3.42930
H31 -0.57334 -1.82191 0.48416
H32 0.88332 -1.46114 -0.46369
H33 -0.08043 -0.16216 0.16131
H34 2.51350 -0.63920 4.43252
H35 4.16089 -0.16370 4.11945
H36 3.84119 -1.80499 4.57070
H37 3.23611 0.56309 1.61907
H38 4.00384 -0.72230 0.67178
H39 4.87337 -0.00476 2.00040
O6 5.63555 2.69182 4.50477
P2 4.74673 3.24739 5.61432
N5 3.55194 3.83272 4.53135
C22 3.28680 5.16244 4.03827
C23 2.73774 2.82515 3.87424
N6 5.92923 4.37946 6.18314
C24 5.86559 5.82506 6.07247
C25 7.32593 3.97496 5.98857
N7 3.68674 3.67541 6.92247
C26 2.70260 4.72997 7.01871
C27 4.18147 3.24186 8.23115
H40 2.21665 5.39448 4.11940
H41 3.57399 5.27218 2.98478
H42 3.79452 5.94396 4.59587
H43 1.95998 2.45730 4.55947
H44 3.34128 1.97043 3.56035
H45 2.24349 3.20751 2.98017
H46 5.79168 6.16058 5.03159
H47 6.77018 6.28504 6.47690
H48 5.06142 6.25297 6.67097
H49 7.67217 4.19869 4.97162
H50 7.46051 2.91016 6.16844
H51 7.98142 4.49275 6.69343
H52 3.08055 5.72249 6.76749
H53 2.30988 4.80334 8.03537
H54 1.83429 4.52345 6.38885
H55 4.84904 3.98041 8.68940
H56 4.72231 2.29625 8.14995
H57 3.35539 3.05038 8.92228
O7 -3.87527 -6.52813 0.45476
P3 -3.57622 -6.63231 1.94496
N8 -2.02868 -5.90900 1.88618
C28 -0.70730 -6.48887 1.92138
C29 -1.99849 -4.47816 1.62216
N9 -3.66385 -8.36552 1.97453
C30 -2.56684 -9.27993 2.23100
C31 -4.52108 -8.96755 0.94777
N10 -3.51323 -6.61071 3.67964
C32 -2.37691 -6.70094 4.56763
C33 -4.76376 -7.03768 4.30969
H58 -0.07467 -5.95673 2.64443
H59 -0.21207 -6.43643 0.94375
H60 -0.69583 -7.52938 2.23682
H61 -2.24321 -3.91684 2.53552
H62 -2.72258 -4.20054 0.85105
H63 -1.01646 -4.13876 1.26836
H64 -1.74685 -9.15950 1.51314
H65 -2.89799 -10.31754 2.14350
H66 -2.19479 -9.20658 3.25295
H67 -3.99678 -9.05985 -0.01209
H68 -5.42328 -8.38064 0.78855
H69 -4.85044 -9.96427 1.25336
H70 -1.72237 -7.55364 4.37638
H71 -2.70176 -6.79484 5.60645
H72 -1.77305 -5.79043 4.53541
H73 -4.81219 -8.12434 4.44548
H74 -5.62587 -6.72914 3.71386
H75 -4.89590 -6.56339 5.28677
O8 -2.10354 6.15276 -1.79187
P4 -3.04073 6.38862 -2.97111
N11 -3.35300 8.04042 -2.64788
C34 -4.49190 8.68866 -2.04578
C35 -2.24818 8.95753 -2.88591
N12 -4.21062 5.22028 -2.44369
C36 -5.56444 5.49631 -1.99923
C37 -3.68172 4.12764 -1.61943
N13 -3.87050 6.52614 -4.48426
C38 -4.96903 7.37974 -4.87442
C39 -3.76834 5.31058 -5.29214
H76 -4.80776 9.54845 -2.65130
H77 -4.26679 9.05506 -1.03594
H78 -5.36826 8.05030 -1.97164
H79 -2.14891 9.17268 -3.95856
H80 -1.30155 8.53503 -2.53874
H81 -2.38199 9.90611 -2.36472
H82 -5.59025 6.17056 -1.13515
H83 -6.06415 4.57761 -1.68333
H84 -6.19550 5.87775 -2.80185
H85 -3.58072 4.42628 -0.56860
H86 -2.70740 3.79684 -1.97438
H87 -4.33856 3.25486 -1.66336
H88 -5.83169 7.33658 -4.20642
H89 -5.33860 7.10806 -5.86554
H90 -4.65290 8.42225 -4.96041
H91 -4.55661 4.58688 -5.05740
H92 -2.80192 4.82618 -5.13790
H93 -3.81692 5.53284 -6.36138

---

(2)
Entry from the OMol25 dataset: a 6-piece molecular cluster, C39H94N6O11 overall in a non-equilibrium geometry (wB97M-V/def2-TZVPD).

frontier orbital gap = 8.43 eV
energy = -2697.9291 Eh
HOMO energy = -0.287 hartree
multiplicity = 1
strongest force on any atom = 5.5 eV Å⁻¹

CARTESIAN COORDINATES (ANGSTROEM)
C1 0.51138 -0.36368 -0.75539
C2 -0.61822 -0.36386 -1.85054
C3 -0.24093 -1.11756 -3.22020
C4 -0.36017 -2.69542 -3.25033
C5 -1.78345 -3.17192 -2.69503
C6 -1.90855 -2.72869 -1.23700
N1 -1.72355 -1.25359 -1.26765
O1 -2.29402 -0.67655 -0.16392
C7 -3.37175 -3.21838 -0.82424
C8 -0.76011 -3.36732 -0.30188
C9 -1.18037 1.05966 -2.13735
H1 1.29574 0.29464 -1.12887
H2 0.97682 -1.34841 -0.71315
H3 0.14540 0.04461 0.18666
H4 -0.84741 -0.64451 -3.99254
H5 0.75331 -1.02317 -3.65685
H6 0.43999 -3.34697 -2.89917
H7 -0.36813 -2.91216 -4.31854
H8 -1.55599 -4.23371 -2.78976
H9 -2.57662 -2.81131 -3.34997
H10 -3.71360 -2.83088 0.13550
H11 -4.12744 -3.05835 -1.59328
H12 -3.34813 -4.30713 -0.87081
H13 -0.92601 -4.42466 -0.09548
H14 0.18777 -3.39581 -0.83929
H15 -0.71855 -2.71081 0.56724
H16 -2.24554 0.95716 -2.34472
H17 -0.56390 1.51744 -2.91099
H18 -1.08231 1.64042 -1.22019
H19 -3.15241 -0.41038 -0.50145
C10 3.96276 0.92559 -3.54063
O2 3.83992 0.79164 -4.87200
C11 2.53986 0.61600 -5.29385
C12 2.27239 -0.86655 -5.69309
N2 3.05660 -1.36400 -6.82723
C13 2.58376 -0.83806 -8.12559
C14 3.40749 -1.21271 -9.34776
O3 4.64684 -0.50990 -9.29876
C15 5.50687 -0.82747 -10.30566
H20 3.80193 -0.05484 -3.09230
H21 3.20185 1.58707 -3.12644
H22 5.01732 1.17813 -3.43004
H23 2.24972 1.33882 -6.05638
H24 1.77593 0.90409 -4.57169
H25 1.22080 -1.10879 -5.84665
H26 2.37159 -1.45239 -4.77928
H27 3.98520 -0.97452 -6.74910
H28 2.43588 0.23712 -8.22662
H29 1.58483 -1.27236 -8.08515
H30 2.88241 -0.92618 -10.25896
H31 3.48507 -2.29956 -9.37692
H32 6.16982 -1.57899 -9.87693
H33 6.13240 0.06310 -10.36654
H34 4.88202 -1.20911 -11.11313
C16 1.79105 4.57813 -4.71046
O4 1.41835 4.83379 -3.38228
C17 2.37879 5.42533 -2.45937
C18 2.21805 4.68832 -1.08922
N3 0.98231 5.24367 -0.47081
C19 0.79248 5.06473 0.94096
C20 0.45543 3.57401 1.38278
O5 0.07455 3.67699 2.83950
C21 0.30652 2.39555 3.45840
H35 2.61317 3.86404 -4.75827
H36 2.20147 5.37721 -5.32782
H37 0.96029 4.15763 -5.27714
H38 2.08748 6.46915 -2.34242
H39 3.44288 5.38190 -2.69160
H40 3.06683 4.99711 -0.47904
H41 2.08670 3.60750 -1.14106
H42 0.17783 5.03173 -1.04352
H43 -0.15724 5.56457 1.13151
H44 1.48476 5.56688 1.61675
H45 1.38352 3.03049 1.20578
H46 -0.23617 3.05015 0.72296
H47 -0.44784 1.67766 3.13642
H48 0.59100 2.54714 4.49965
H49 1.29508 1.98304 3.25672
C22 -7.07650 -1.01076 4.30758
O6 -7.32685 -1.57502 2.89451
C23 -8.74782 -1.67500 2.59785
C24 -9.01607 -2.33048 1.27089
N4 -8.38639 -1.36911 0.23635
C25 -7.25546 -2.06882 -0.43182
C26 -7.25187 -1.72128 -1.98736
O7 -8.06105 -2.53890 -2.98044
C27 -9.49396 -2.35628 -2.93876
H50 -7.47745 -1.60465 5.12894
H51 -7.59462 -0.05249 4.34483
H52 -6.02519 -0.72742 4.35817
H53 -9.17573 -0.67460 2.53312
H54 -9.23893 -2.18844 3.42446
H55 -10.10261 -2.28866 1.19490
H56 -8.84690 -3.40617 1.31951
H57 -8.36020 -0.38749 0.47265
H58 -7.06940 -3.13059 -0.27016
H59 -6.39873 -1.57067 0.02200
H60 -6.21720 -1.87515 -2.29379
H61 -7.42231 -0.66082 -2.17302
H62 -9.94698 -2.76679 -3.84118
H63 -9.82700 -1.31844 -2.93098
H64 -9.93607 -2.90087 -2.10447
C28 10.62350 4.31610 3.96249
O8 10.31987 3.80231 2.65158
C29 10.67864 2.46588 2.29645
C30 9.43620 1.57547 2.22758
N5 8.57420 2.01641 1.15743
C31 7.18026 1.49665 1.07806
C32 6.41439 2.11721 -0.17074
O9 5.11356 1.66511 -0.44281
C33 4.20602 2.03737 0.54379
H65 10.00228 3.89594 4.75347
H66 10.47239 5.39247 4.04422
H67 11.68268 4.11144 4.11855
H68 11.33488 1.92434 2.97776
H69 11.15581 2.47998 1.31655
H70 8.86162 1.76435 3.13438
H71 9.51009 0.49343 2.11883
H72 8.67719 3.01892 1.22419
H73 6.76695 1.55334 2.08506
H74 7.21854 0.44374 0.79875
H75 6.90969 1.73720 -1.06425
H76 6.33732 3.20396 -0.20432
H77 3.86446 3.01137 0.19342
H78 4.51486 2.15752 1.58220
H79 3.36221 1.36710 0.70757
C34 -3.46476 -1.45357 3.29098
O10 -3.05902 -0.46822 4.22631
C35 -2.74132 -0.83100 5.52893
C36 -3.86684 -1.51603 6.35181
N6 -3.46679 -1.82194 7.81338
C37 -3.94763 -3.20057 8.09475
C38 -3.73281 -3.58217 9.61503
O11 -2.39545 -4.05315 9.74354
C39 -1.74946 -3.75202 10.96091
H80 -2.61894 -2.08858 3.02744
H81 -3.77251 -1.07481 2.31634
H82 -4.22303 -2.14173 3.66456
H83 -2.32412 0.04082 6.03288
H84 -1.89526 -1.51815 5.51881
H85 -4.05209 -2.44196 5.80735
H86 -4.78035 -0.94359 6.51281
H87 -2.50895 -1.64803 8.08245
H88 -3.27439 -3.91576 7.62214
H89 -4.94989 -3.36922 7.70089
H90 -4.27343 -4.47422 9.93138
H91 -3.93925 -2.70069 10.22205
H92 -2.22060 -3.94949 11.92378
H93 -1.70990 -2.66340 10.99891
H94 -0.81914 -4.31294 11.05025